Entry 1:
Computed, not measured: C17H29LiN3OTaTe as an isolated structure at a distorted geometry, with ωB97M-V/def2-TZVPD.

As for the HOMO-LUMO gap (spin up / spin down): 6.4 / 6.4 eV. The value obtained for the LUMO energy (spin up / spin down) is -0.28628 / -0.28625 Ha. Its charge is +2. The energy relative to the best compared isomer or geometry (same formula, charge and spin) is 0.00 kJ/mol. Its electronic energy is -1236.74925 Eh.

```
53
C17H29LiN3OTaTe (ωB97M-V/def2-TZVPD)
Ta 0.18 -0.38 0.02
Te 1.82 0.59 1.90
O -3.80 -1.06 1.58
N 0.79 -2.16 -0.53
N -0.23 0.34 -1.76
N -1.54 -0.68 0.92
C -0.51 -3.89 0.55
C -0.27 4.56 3.95
C -1.11 3.48 3.64
C -1.11 2.22 -0.42
C -2.67 -0.83 1.36
C 1.92 -3.61 1.08
C 1.11 4.48 3.72
C -1.02 1.61 -1.80
C -0.34 2.60 -2.75
C 2.10 -1.60 -1.07
C 0.86 -3.54 -0.01
C 1.66 3.32 3.15
C 1.22 -4.51 -1.14
C -0.57 2.30 3.11
C 0.01 -0.22 -3.12
C -2.41 1.28 -2.33
C 0.81 2.24 2.85
Li -0.54 -2.36 -2.04
H 1.19 -5.54 -0.74
H -0.70 5.47 4.37
H 2.97 -1.97 -0.51
H -0.85 3.57 -2.68
H -0.39 2.28 -3.79
H 1.89 -4.59 1.57
H -2.18 3.55 3.82
H 0.68 0.45 -3.69
H -1.19 1.43 2.88
H -1.64 1.57 0.29
H 2.11 -0.47 -1.01
H 2.23 -4.33 -1.53
H 2.93 -3.48 0.66
H -0.45 -4.89 0.99
H -2.94 0.58 -1.67
H 1.76 5.31 3.97
H 2.72 3.23 2.94
H -1.28 -3.92 -0.23
H -3.00 2.20 -2.42
H 1.77 -2.83 1.84
H 0.53 -1.20 -3.12
H -0.94 -0.33 -3.68
H -0.13 2.52 -0.04
H 0.51 -4.47 -1.98
H 2.22 -1.87 -2.13
H -1.71 3.15 -0.49
H 0.71 2.75 -2.47
H -0.83 -3.19 1.32
H -2.37 0.83 -3.33
```



Entry 2:
Computed, not measured: an isolated ion of composition C17H29N2OS and charge +1, with ωB97M-V/def2-TZVPD.

Its SMILES is CCCC[N@H+](C)CCNC(=O)CSCc1ccc(C)cc1. As for the HOMO-LUMO gap: 9.5 eV. The value obtained for the LUMO energy is -0.07544 Ha. Its charge is +1. The energy relative to the best compared isomer or geometry (same formula, charge and spin) is 0.00 kJ/mol. Its electronic energy is -1247.93513 Eh.

```
50
C17H29N2OS (ωB97M-V/def2-TZVPD)
S 1.19 -2.73 0.61
O -1.49 -1.26 -0.73
N -2.28 0.78 0.63
N 0.34 0.03 -1.01
C 3.21 2.05 -0.03
C -0.28 -1.15 -0.96
C 3.08 -0.73 0.32
C 2.95 -2.21 0.50
C -2.60 0.36 2.00
C -4.14 0.76 -1.05
C -0.96 1.45 0.57
C 0.59 -2.36 -1.10
C 3.32 3.53 -0.21
C -3.37 1.56 0.00
C 3.57 1.18 -1.06
C 2.73 0.13 1.35
C 3.50 -0.19 -0.89
C -6.08 -0.03 0.41
C -0.33 1.31 -0.82
C 2.80 1.50 1.18
C -4.93 -0.43 -0.50
H 3.80 -0.84 -1.70
H -6.64 -0.91 0.70
H -3.44 0.40 -1.80
H 2.41 -0.28 2.30
H 0.00 -3.22 -1.42
H -2.13 -0.13 0.03
H -3.56 -0.14 2.01
H -4.05 1.91 0.78
H 3.91 1.59 -2.00
H -4.26 -1.13 0.01
H -1.08 2.50 0.83
H 1.34 0.05 -1.15
H -4.83 1.44 -1.54
H -2.63 1.22 2.66
H 2.64 4.06 0.46
H -5.74 0.46 1.32
H -1.09 1.45 -1.60
H -5.34 -0.97 -1.36
H 3.42 -2.77 -0.31
H 1.45 -2.21 -1.75
H -1.85 -0.35 2.36
H -6.75 0.65 -0.11
H 0.43 2.09 -0.95
H 3.11 3.82 -1.24
H 4.33 3.86 0.02
H 2.54 2.16 2.00
H -2.94 2.45 -0.48
H -0.29 0.99 1.30
H 3.37 -2.54 1.45
```